Below is one molecule with the formula C4H5NO, with properties calculated with wB97M-V/def2-TZVPD.

Atoms and positions in Å:
O1 2.212 0.708 -0.145
C1 0.972 0.134 -0.150
C2 0.585 -1.167 -0.271
C3 -0.903 -1.010 -0.027
C4 -1.246 0.413 0.006
N1 -0.088 1.041 -0.022
H1 2.811 -0.050 -0.197
H2 -0.675 -1.259 1.036
H3 -1.647 -1.726 -0.378
H4 -2.190 0.942 0.063
H5 0.034 2.043 0.080

The calculation puts the gap between HOMO and LUMO (spin up / spin down) at 8.3 / 8.3 eV. The calculation puts the HOMO energy (spin up / spin down) at -7.823 / -7.823 eV. As for the energy above the lowest of the compared OMol25 structures with the same formula, charge and spin: 349.3 kJ/mol.